Computed, not measured: 17 unconnected molecules or ions with the total composition C54H151N9O17, with ωB97M-V/def2-TZVPD.

Last column: Löwdin charge in e.
Element x y z (Å)
C1 5.0839 -2.5082 1.6139  -0.058
C2 5.9500 -3.5934 0.9442  -0.465
C3 7.1118 -3.0867 0.1263  -0.050
O1 6.5287 -4.3167 2.0357  -0.068
H1 4.4904 -2.8253 2.4714  0.065
H2 4.3214 -2.2645 0.8741  0.066
H3 5.6264 -1.5942 1.8554  0.071
H4 5.2322 -4.2758 0.4890  0.129
H5 7.9123 -2.8529 0.8281  0.090
H6 6.8742 -2.2866 -0.5748  0.069
H7 7.4879 -3.7601 -0.6439  0.074
H8 6.2066 -5.2202 1.9965  0.084
C4 -5.6581 2.9244 0.9783  -0.044
C5 -5.1360 1.8932 -0.0287  -0.459
C6 -3.6735 1.5188 0.0951  -0.035
O2 -6.0309 0.7663 -0.0515  -0.063
H9 -4.8945 3.5705 1.4115  0.057
H10 -6.2183 2.5075 1.8151  0.076
H11 -6.3831 3.5986 0.5224  0.071
H12 -5.2101 2.3201 -1.0289  0.118
H13 -3.2151 2.2374 0.7744  0.056
H14 -3.2209 1.4346 -0.8930  0.073
H15 -3.5237 0.5507 0.5731  0.062
H16 -5.4964 0.0189 0.2266  0.016
C7 -4.1725 0.1206 3.8411  -0.049
C8 -3.5837 -1.1339 4.5313  -0.439
C9 -4.4981 -1.6773 5.6344  -0.038
O3 -3.5994 -2.0541 3.4579  -0.091
H17 -4.6096 0.9229 4.4355  0.084
H18 -4.9878 -0.0741 3.1444  0.076
H19 -3.4887 0.5580 3.1137  0.057
H20 -2.6042 -0.8729 4.9321  0.120
H21 -5.3662 -2.1415 5.1665  0.086
H22 -4.8538 -0.9139 6.3262  0.078
H23 -3.9544 -2.3904 6.2541  0.073
H24 -3.4501 -2.9741 3.6878  0.036
C10 -3.2922 -3.5452 0.6889  -0.018
C11 -4.5499 -2.7759 0.1718  -0.425
C12 -5.8695 -3.5401 0.0120  -0.031
O4 -4.7354 -1.5114 0.8078  -0.079
H25 -3.4604 -3.9649 1.6807  0.047
H26 -2.4082 -2.9098 0.7427  0.077
H27 -3.1145 -4.4396 0.0917  0.072
H28 -4.3008 -2.5652 -0.8683  0.101
H29 -6.0596 -3.9933 -0.9609  0.073
H30 -6.7303 -2.8868 0.1550  0.081
H31 -5.8483 -4.2784 0.8136  0.064
H32 -4.2949 -1.3997 1.6534  0.046
C13 3.3641 -6.8638 -2.4803  -0.064
C14 2.8914 -5.8507 -3.4872  -0.490
C15 3.1248 -4.4297 -3.0230  -0.046
O5 3.8000 -5.9600 -4.5861  -0.058
H33 4.3315 -6.6453 -2.0282  0.086
H34 3.5903 -7.8642 -2.8493  0.077
H35 2.5335 -6.9428 -1.7788  0.078
H36 1.8462 -5.9828 -3.7668  0.117
H37 2.6144 -3.7343 -3.6894  0.056
H38 4.1820 -4.1676 -3.0646  0.092
H39 2.7550 -4.3690 -1.9995  0.071
H40 3.8870 -6.8886 -4.8138  0.079
C16 -1.0518 -4.6746 -4.7330  -0.054
C17 -1.7856 -4.8034 -3.4298  -0.455
C18 -1.1587 -5.7443 -2.4170  -0.035
O6 -1.9748 -3.4518 -2.9395  -0.104
H41 -0.7851 -5.6818 -5.0533  0.085
H42 -0.0677 -4.2065 -4.7107  0.063
H43 -1.7015 -4.0905 -5.3847  0.082
H44 -2.7996 -5.1126 -3.6832  0.130
H45 -1.1652 -6.8063 -2.6624  0.084
H46 -1.5357 -5.7174 -1.3946  0.066
H47 -0.0928 -5.5325 -2.3331  0.062
H48 -2.6691 -3.0112 -3.4350  0.033
O7 0.0912 0.6870 -7.7269  -0.087
H49 0.1512 1.5443 -7.3053  0.016
H50 0.1938 0.0599 -7.0110  -0.056
O8 -1.0148 7.1858 4.1356  -0.083
H51 -0.7485 7.6136 3.3218  0.000
H52 -0.8950 6.2514 3.9659  -0.050
C19 -1.7532 6.3489 0.5310  -0.041
C20 -0.3630 6.2763 -0.1108  -0.435
C21 -0.4732 6.5595 -1.6051  -0.167
O9 0.7815 6.9526 -2.2341  -0.215
C22 0.6325 6.9892 -3.6232  -0.129
N1 0.5160 7.2267 0.5131  0.058
H53 -2.2936 7.2580 0.2670  0.087
H54 -1.6699 6.1994 1.6075  0.058
H55 -2.4423 5.5760 0.1909  0.076
H56 0.0780 5.2918 0.0451  0.115
H57 -1.0654 7.4336 -1.8757  0.133
H58 -0.8215 5.5856 -1.9492  0.127
H59 -0.1198 7.6345 -4.0767  0.089
H60 0.4931 5.9522 -3.9288  0.087
H61 1.6020 7.3262 -3.9900  0.090
H62 -0.1112 8.0144 0.5922  0.089
H63 1.1385 7.4829 -0.2399  0.072
C23 2.6404 4.3261 3.0022  -0.075
C24 3.2505 5.5912 2.5399  -0.453
C25 3.7501 5.6081 1.1052  -0.166
O10 4.3760 6.9075 0.9877  -0.188
C26 4.6894 7.2599 -0.3545  -0.097
N2 2.2408 6.5687 2.8388  0.054
H64 2.4511 4.4027 4.0729  0.086
H65 3.3367 3.5223 2.7630  0.072
H66 1.6624 4.0566 2.6035  0.047
H67 4.0841 5.7805 3.2162  0.147
H68 2.8766 5.4696 0.4681  0.115
H69 4.5139 4.8991 0.7858  0.110
H70 3.8945 6.9920 -1.0505  0.071
H71 5.4607 6.5934 -0.7404  0.068
H72 4.7677 8.3456 -0.4126  0.093
H73 2.6141 7.4464 2.5065  0.068
H74 1.5497 6.5534 2.1025  0.018
C27 4.2549 0.9168 -0.3447  -0.030
C28 4.2936 2.3565 -0.9335  -0.436
C29 5.7222 2.8647 -1.0511  -0.198
O11 5.7038 4.2130 -1.3983  -0.186
C30 5.9110 4.3775 -2.7558  -0.122
N3 3.6633 2.1331 -2.1636  0.046
H75 3.2535 0.4864 -0.3531  0.056
H76 4.5590 0.9976 0.6989  0.065
H77 4.9793 0.3643 -0.9430  0.078
H78 3.6107 3.0050 -0.3849  0.119
H79 6.3917 2.2445 -1.6471  0.132
H80 6.1668 2.8149 -0.0571  0.129
H81 5.0591 4.0503 -3.3517  0.078
H82 6.8326 3.9290 -3.1268  0.093
H83 6.0437 5.4453 -2.9304  0.088
H84 3.4501 2.9882 -2.6570  0.077
H85 2.8353 1.5687 -2.0371  0.040
C31 2.1451 -2.2460 -7.2496  -0.057
C32 1.7354 -1.7892 -5.8667  -0.409
C33 2.6599 -0.6501 -5.2303  -0.160
O12 4.0058 -1.0967 -5.0421  -0.197
C34 4.7724 -0.4286 -3.9873  -0.081
N4 0.3787 -1.3639 -5.9723  0.031
H86 1.9675 -1.5423 -8.0629  0.084
H87 1.6927 -3.2061 -7.4982  0.077
H88 3.1947 -2.5079 -7.3828  0.081
H89 1.7624 -2.6971 -5.2642  0.100
H90 2.2110 -0.1054 -4.3996  0.099
H91 2.7118 0.2408 -5.8561  0.115
H92 5.7427 -0.8802 -3.7811  0.077
H93 4.2378 -0.6654 -3.0674  0.054
H94 4.9732 0.6280 -4.1643  0.074
H95 0.0360 -2.1598 -6.4912  0.082
H96 -0.0913 -1.4593 -5.0834  0.057
C35 -2.1807 3.6126 3.3197  -0.044
C36 -1.2312 3.4781 4.5495  -0.370
C37 -0.6183 2.0143 4.7199  -0.203
O13 0.1544 1.8154 5.8345  -0.179
C38 -0.5592 1.9561 7.0470  -0.081
N5 -0.2877 4.5674 4.5002  0.045
H97 -2.9889 2.8815 3.3403  0.049
H98 -1.6837 3.4462 2.3640  0.054
H99 -2.7092 4.5658 3.3118  0.077
H100 -1.7930 3.8094 5.4228  0.129
H101 -0.0382 1.6964 3.8536  0.115
H102 -1.4425 1.3029 4.6669  0.100
H103 -0.7275 3.0309 7.1143  0.078
H104 -0.0009 1.5844 7.9062  0.096
H105 -1.5443 1.4904 7.0182  0.089
H106 0.2771 4.5286 5.3366  0.097
H107 0.3746 4.3897 3.7587  0.033
C39 1.3621 -1.4842 -1.0814  -0.035
C40 0.0335 -0.7920 -1.4499  -0.418
C41 0.1416 0.7502 -1.4874  -0.143
O14 0.2992 1.0760 -0.0786  -0.216
C42 0.3402 2.4537 0.2620  -0.099
N6 -0.3808 -1.2868 -2.7002  0.041
H108 2.1778 -1.2303 -1.7583  0.065
H109 1.2855 -2.5675 -0.9883  0.069
H110 1.7162 -1.1650 -0.1012  0.053
H111 -0.7274 -1.0328 -0.7075  0.131
H112 -0.7221 1.2578 -1.9168  0.115
H113 0.9862 1.1103 -2.0749  0.096
H114 0.5385 2.5746 1.3270  0.067
H115 -0.6474 2.8680 0.0592  0.070
H116 1.0917 2.9671 -0.3379  0.077
H117 -0.4505 -2.2932 -2.7497  0.048
H118 -1.3454 -1.1074 -2.9396  0.062
C43 -0.4428 -5.1650 3.3619  -0.048
C44 -0.9896 -5.0716 4.7500  -0.494
C45 -2.4676 -5.4340 4.8388  -0.177
O15 -3.3532 -4.7232 3.9878  -0.247
C46 -4.6926 -5.2169 4.1597  -0.078
N7 -0.1815 -5.7934 5.6161  0.049
H119 0.6148 -4.9121 3.2881  0.087
H120 -0.8637 -4.3479 2.7760  0.058
H121 -0.5046 -6.1362 2.8710  0.091
H122 -0.9443 -4.0415 5.1037  0.140
H123 -2.7885 -5.3450 5.8766  0.131
H124 -2.5459 -6.4027 4.3451  0.129
H125 -5.0102 -5.2831 5.2003  0.089
H126 -4.7359 -6.2795 3.9206  0.085
H127 -5.3896 -4.6904 3.5077  0.093
H128 -0.3605 -6.0045 6.5875  0.088
H129 0.0756 -6.6450 5.1377  0.079
C47 -4.3918 -0.0263 -4.0970  -0.067
C48 -5.1105 -1.2868 -3.7422  -0.405
C49 -6.5999 -1.1797 -4.0216  -0.196
O16 -6.9892 -0.7590 -5.3453  -0.173
C50 -8.3180 -0.3755 -5.4934  -0.123
N8 -4.4319 -2.3518 -4.5116  0.056
H130 -4.8683 0.8662 -3.6914  0.084
H131 -4.2084 0.1883 -5.1498  0.090
H132 -3.4533 0.0404 -3.5466  0.061
H133 -5.0115 -1.3280 -2.6575  0.125
H134 -7.0181 -0.6531 -3.1637  0.123
H135 -7.0792 -2.1204 -3.7508  0.117
H136 -8.5361 -0.1254 -6.5317  0.089
H137 -8.4038 0.5410 -4.9095  0.090
H138 -9.0443 -1.1161 -5.1586  0.087
H139 -4.2472 -2.1533 -5.4845  0.084
H140 -5.0511 -3.1290 -4.6924  0.078
C51 4.0280 0.5273 3.7241  -0.079
C52 2.9339 -0.2577 4.3422  -0.426
C53 2.1076 -0.9137 3.2614  -0.228
O17 0.9820 -1.4387 3.8470  -0.170
C54 -0.1483 -1.5522 2.9828  -0.082
N9 3.6949 -1.0866 5.2868  0.053
H141 4.7111 -0.1628 3.2289  0.059
H142 4.5369 1.0968 4.5018  0.093
H143 3.7220 1.2750 2.9923  0.052
H144 2.2300 0.3511 4.9097  0.135
H145 2.6287 -1.6783 2.6852  0.114
H146 1.7591 -0.0734 2.6610  0.117
H147 0.0084 -2.3129 2.2179  0.075
H148 -0.4065 -0.5902 2.5400  0.086
H149 -1.0563 -1.9636 3.4235  0.061
H150 3.0806 -1.8272 5.5939  0.067
H151 4.4325 -1.5833 4.8078  0.059

## Properties
Orbital gap ... 9.12 eV
Charge ... 0
Lowest unoccupied orbital energy ... 0.222 eV
HOMO level ... -8.9 eV